Here is a molecular structure, C29H21N4O4Pt in a non-equilibrium geometry from the OMol25 dataset. Energies are from the ωB97M-V functional and the def2-TZVPD basis.

Multiplicity: 5
Electronic energy in eV: -47800.206
LUMO energy (spin up / spin down) in eV: -3.690 / -5.077
Charge: +1
ΔE to the lowest compared entry with this formula, charge and spin in kcal/mol: 13.5
Strongest force on any atom in eV/Å: 1.5
Molecular weight in g mol⁻¹: 684.59

Positions of all 59 atoms, in Å:
Pt -0.196784 -1.847484 2.259187
C 0.603619 -2.712803 4.614587
C 0.995517 -3.811020 3.789934
C -0.142219 -4.226905 3.055690
C -1.243683 -3.424900 3.475296
C -0.745323 -2.454622 4.418787
H 1.291233 -2.166428 5.224056
H 2.006819 -4.149590 3.699884
H -0.166521 -5.032449 2.359281
H -2.242690 -3.510485 3.131977
H -1.314572 -1.670762 4.872514
C -1.115756 -0.252477 -5.635563
O -0.840224 1.120709 -5.352269
C -1.487955 1.765985 -4.388236
C -1.269926 3.156998 -4.294776
C -1.853110 3.847841 -3.268167
C -2.635267 3.201296 -2.307265
C -2.898907 1.843495 -2.418742
C -2.322834 1.098164 -3.453513
N -3.162914 4.029303 -1.307372
N -3.504141 3.581365 -0.219599
C -3.219494 2.442512 0.444049
C -4.272369 1.653607 0.977222
C -3.985454 0.527664 1.681183
C -2.652361 -0.000649 1.800339
O -2.390485 -1.086315 2.353614
C -1.569603 0.832752 1.266136
N -0.307162 0.331033 1.350507
C 0.713637 1.029956 0.932252
C 0.557965 2.289610 0.309410
C -0.702575 2.799491 0.176621
C -1.828386 2.044852 0.643239
H -0.512980 -0.447020 -6.512244
H -2.179378 -0.404902 -5.865110
H -0.817610 -0.910270 -4.826424
H -0.687235 3.609769 -5.080303
H -1.694210 4.929272 -3.207249
H -3.563828 1.341474 -1.746197
H -2.583054 0.068695 -3.584343
H -5.290745 1.999812 0.815331
H -4.724229 -0.128597 2.138120
H 1.702176 0.598251 1.108908
H 1.456735 2.823686 -0.000793
H -0.871959 3.755221 -0.294517
O 3.117143 -1.858928 3.451469
C 2.946430 -1.746082 2.271994
N 1.759257 -1.920071 1.559394
C 1.968890 -1.786759 0.191222
O 1.124248 -1.850336 -0.663843
C 3.398723 -1.427080 -0.000290
C 4.111585 -1.096792 -1.110448
C 5.489043 -0.795873 -0.935973
C 6.043248 -0.720442 0.336820
C 5.263545 -1.017538 1.466687
C 3.968676 -1.372749 1.277139
H 3.653235 -1.082031 -2.100056
H 6.061606 -0.504711 -1.794486
H 7.057123 -0.367422 0.477389
H 5.705491 -0.938322 2.437541

Forces on the atoms, in the same order (eV/Å):
0.211 0.187 -0.016
0.894 -0.143 -0.200
-0.571 0.052 -0.024
0.164 0.482 0.725
0.639 0.012 -0.121
-0.746 -0.077 -0.404
0.114 0.242 0.205
0.174 -0.228 -0.065
-0.107 -0.302 -0.390
-0.707 -0.152 -0.044
-0.259 0.060 0.294
-0.287 0.277 -0.186
0.055 0.153 -0.362
-0.347 -0.527 0.964
-0.232 -0.981 -0.084
0.184 0.836 -0.278
0.127 0.015 -0.167
0.566 -0.674 -0.907
-0.014 1.508 -0.036
0.097 0.240 0.127
-0.439 0.324 0.116
0.530 -0.745 -0.092
0.320 0.673 0.189
0.113 -1.268 0.304
0.207 1.104 -0.258
-0.021 -0.509 0.136
0.387 -0.387 -0.387
-0.626 -0.228 0.665
0.305 0.258 -0.168
0.287 -0.192 0.411
-0.660 -0.409 0.071
0.221 0.556 -0.338
-0.025 -0.240 -0.105
0.241 0.085 0.026
0.108 -0.010 0.243
0.143 0.229 0.090
-0.205 -0.392 0.133
-0.267 -0.121 0.268
0.042 -0.369 0.057
0.164 -0.118 0.128
-0.201 0.379 -0.254
-0.291 0.171 -0.217
-0.398 -0.066 -0.007
0.080 0.113 0.013
-0.138 -0.074 1.090
-0.385 0.200 -1.127
-0.293 -0.147 0.148
0.503 0.407 0.392
-0.760 -0.169 -0.235
0.111 0.023 0.965
1.000 -0.064 -0.696
-0.989 0.355 0.367
-0.431 0.012 -0.135
0.991 0.285 -0.401
-0.073 -0.300 -0.821
0.148 -0.077 0.260
0.285 -0.035 -0.253
0.030 -0.189 -0.111
0.031 -0.046 0.500

Löwdin population analysis, charges in e, atoms 1 to 6: 1.313 -0.075 -0.056 -0.088 -0.183 -0.166

***

Here is a molecular structure, C29H21N5O5Rh in a non-equilibrium geometry from the OMol25 dataset. Energies are from the ωB97M-V functional and the def2-TZVPD basis.

Multiplicity: 1
Electronic energy in eV: -51111.355
LUMO energy in eV: 0.852
Charge: -1
Strongest force on any atom in eV/Å: 3.4
Molecular weight in g mol⁻¹: 622.42

Positions of all 61 atoms, in Å:
Rh 0.111914 -0.293456 -0.984106
C 4.259881 -0.743014 -1.085383
C 4.671389 -0.796755 0.254722
C 3.717849 -0.832161 1.227899
C 2.333897 -0.805981 0.914524
N 1.961328 -0.754218 -0.416253
C 2.915684 -0.720786 -1.353889
N 1.507999 -0.862686 1.954464
C 0.203864 -1.054845 1.813137
N -0.428159 -1.176909 0.612450
C -1.650398 -1.768466 0.756845
N -2.370530 -2.278708 -0.225187
C -1.914497 -2.422576 -1.474542
C -2.806669 -3.002812 -2.411344
C -2.411714 -3.242552 -3.697799
C -1.090694 -2.960558 -4.064173
C -0.264450 -2.392205 -3.123356
N -0.642702 -2.094448 -1.879551
C -1.910476 -1.859440 2.170437
C -3.013044 -2.270890 2.906860
C -2.955701 -2.187998 4.285124
C -1.803989 -1.734571 4.937685
C -0.685535 -1.350216 4.224160
C -0.737867 -1.401728 2.837196
H 4.973886 -0.701104 -1.890943
H 5.722440 -0.810102 0.501595
H 3.967726 -0.882329 2.275411
H 2.570177 -0.638327 -2.376696
H -3.803995 -3.223941 -2.066253
H -3.103444 -3.645311 -4.426301
H -0.727965 -3.159547 -5.060949
H 0.760346 -2.141735 -3.375063
H -3.891719 -2.633380 2.399758
H -3.821204 -2.465961 4.872042
H -1.789263 -1.687015 6.018862
H 0.206985 -0.994599 4.717666
O -2.599570 2.147914 -5.924018
C -2.104057 1.696625 -4.914440
C -0.541426 1.427333 -4.739693
O 0.235033 1.663540 -5.655768
C -0.413344 0.936944 -3.428935
C -1.700081 0.844561 -2.773496
O -1.777364 0.410530 -1.596379
C -2.763685 1.298696 -3.663675
O -3.997313 1.314632 -3.492044
O 0.642843 0.529631 -2.781554
C 0.052491 4.357970 1.851434
C 1.069526 3.214157 1.807595
C 2.465888 3.746066 1.466348
C 1.091955 2.461910 3.145685
C 0.699599 2.232648 0.794135
C 0.470192 1.361291 -0.004267
H 0.296274 5.044692 2.661200
H -0.947348 3.961427 2.017406
H 0.057287 4.912321 0.913887
H 2.810728 4.429288 2.241303
H 2.447986 4.276073 0.515216
H 3.164966 2.915340 1.381964
H 1.451232 3.107131 3.946058
H 1.735421 1.587305 3.069251
H 0.091420 2.113305 3.393739

Forces on the atoms, in the same order (eV/Å):
-0.316 1.430 -1.315
0.289 -0.055 0.576
-0.095 0.008 -0.767
-0.595 -0.017 0.138
1.300 0.041 -2.159
0.924 -0.193 1.187
0.058 -0.045 -0.361
-2.902 -0.209 1.654
2.274 0.024 -1.728
-0.527 -0.315 1.562
-0.011 -0.580 -2.692
0.029 0.773 3.356
1.018 -0.286 -2.310
0.223 0.257 0.671
0.530 0.055 -0.312
-0.365 -0.197 0.006
0.186 -0.139 -0.106
-1.061 -0.254 -0.046
0.186 0.170 2.155
0.318 0.070 -0.657
0.277 0.123 0.492
-0.529 -0.220 0.038
0.382 0.098 -0.644
-1.833 -0.558 1.005
0.016 0.007 -0.113
0.087 0.006 0.073
0.004 0.020 0.094
-0.138 0.061 0.052
-0.071 0.009 0.039
-0.028 -0.021 0.036
0.035 0.051 -0.036
-0.080 0.147 -0.002
-0.163 -0.021 -0.077
0.005 -0.045 0.020
-0.031 0.018 0.008
0.075 0.005 0.039
0.060 -0.285 0.622
1.984 0.300 -1.178
-1.717 1.248 -2.402
0.228 -0.359 0.698
-0.742 -0.928 2.303
1.652 0.584 -1.589
-0.129 -0.780 1.473
-2.678 -0.260 0.685
1.843 -0.083 0.119
0.079 0.159 -0.638
0.124 -0.072 0.041
0.006 -0.056 0.015
-0.095 0.025 0.125
0.097 0.172 -0.025
-0.045 0.174 -0.190
-0.227 -0.323 -0.304
0.025 0.122 0.116
-0.075 0.014 -0.013
-0.041 -0.013 -0.051
0.097 0.114 0.114
0.000 -0.003 -0.053
0.083 -0.015 0.012
0.041 0.106 0.162
0.072 -0.037 0.041
-0.114 -0.024 0.042

Löwdin population analysis, charges in e, atoms 1 to 6: 1.159 -0.062 -0.074 -0.015 -0.311 -0.010

***

Here is a molecular structure, C29H22BCl5IN8O2Ti in a non-equilibrium geometry from the OMol25 dataset. Energies are from the ωB97M-V functional and the def2-TZVPD basis.

Multiplicity: 2
Electronic energy in eV: -140954.671
LUMO energy (spin up / spin down) in eV: -0.526 / -0.565
ΔE to the lowest compared entry with this formula, charge and spin in kcal/mol: 16.5
Strongest force on any atom in eV/Å: 2.3
Molecular weight in g mol⁻¹: 877.40

Positions of all 69 atoms, in Å:
Ti 0.181213 -0.193643 0.536503
C -0.656951 -2.588868 -2.958803
C -0.108026 -1.437326 -2.402210
N 0.082465 -1.582353 -1.090320
N -0.341111 -2.838399 -0.781328
C -0.781909 -3.452608 -1.885728
B 0.044719 -3.488684 0.591287
N -0.721907 -2.861473 1.778895
C -1.555344 -3.455573 2.645609
C -1.898756 -2.537948 3.618168
C -1.210575 -1.378568 3.249227
N -0.492427 -1.578300 2.150230
N 1.534632 -3.193379 0.814304
C 2.550092 -4.045547 1.030824
C 3.678304 -3.302643 1.299921
C 3.240285 -1.974587 1.225492
N 1.946202 -1.908487 0.930625
H -0.913811 -2.772779 -3.988761
H 0.164865 -0.512973 -2.888814
H -1.131400 -4.472704 -1.840381
H -0.170982 -4.674250 0.543028
H -1.830416 -4.490945 2.518519
H -2.534060 -2.690051 4.476047
H -1.205412 -0.412810 3.730923
H 2.393009 -5.112175 0.980002
H 4.671518 -3.658213 1.521042
H 3.817062 -1.077087 1.383435
C -4.035598 -1.724809 0.464727
C -3.670606 -0.829768 -0.679649
N -4.435377 -0.789648 -1.744231
C -4.101831 0.006468 -2.792598
C -3.005012 0.823882 -2.796696
C -2.685070 1.720489 -3.969620
O -3.697893 1.765030 -4.956012
C -2.159063 0.773803 -1.672286
C -1.072650 1.711359 -1.485003
N -0.158138 1.598028 -0.604198
C 0.540883 2.847908 -0.362650
C 1.369291 3.418185 -1.313424
C 2.065361 4.584836 -1.024671
C 1.926828 5.189484 0.214904
C 1.060411 4.648601 1.158128
C 0.366298 3.489444 0.859898
I -1.017848 2.716145 2.214869
C -2.461061 -0.080119 -0.619899
O -1.676431 -0.191024 0.417731
H -5.082652 -2.006023 0.380536
H -3.848018 -1.242177 1.423389
H -3.423868 -2.629924 0.448340
H -4.756295 -0.036291 -3.653352
H -1.792812 1.354817 -4.477958
H -2.454110 2.728535 -3.614908
H -4.518888 2.054696 -4.544504
H -1.104191 2.639845 -2.054589
H 1.505441 2.916590 -2.265411
H 2.727803 5.008837 -1.768592
H 2.484873 6.087414 0.450828
H 0.923744 5.125631 2.119933
Cl 1.305229 0.804146 4.087823
C 2.304095 1.197541 2.708216
C 1.905136 0.804912 1.434617
C 2.846508 1.078363 0.448919
Cl 2.558198 0.385831 -1.149031
C 4.022308 1.795761 0.629682
Cl 5.071549 2.136009 -0.694754
C 4.327354 2.247758 1.906141
Cl 5.738307 3.196227 2.178579
C 3.476507 1.919523 2.959046
Cl 3.879981 2.446089 4.550009

Forces on the atoms, in the same order (eV/Å):
1.798 -1.318 0.697
-0.011 -0.038 -0.025
0.095 0.137 0.035
-0.398 -0.597 -0.375
0.163 0.120 0.202
0.027 -0.032 0.018
0.017 -0.017 -0.030
0.104 0.079 -0.221
0.047 0.013 0.024
-0.019 0.006 0.007
0.033 0.116 0.114
-0.334 -0.498 0.170
-0.199 0.052 -0.066
-0.048 0.041 -0.002
0.056 0.060 0.004
0.078 0.063 0.080
0.034 -0.331 -0.034
0.011 0.024 0.075
-0.031 -0.014 0.031
0.035 0.070 0.013
-0.003 0.160 -0.010
0.036 0.052 0.004
0.045 0.031 -0.096
0.009 -0.053 -0.044
-0.006 0.083 0.017
-0.083 0.026 -0.024
-0.033 -0.022 -0.020
-0.037 0.014 -0.058
0.100 -0.029 -0.093
-0.029 0.153 -0.242
-0.106 -0.222 0.258
-0.067 0.046 -0.168
-0.187 -0.096 -0.051
0.102 -0.043 0.055
0.371 0.356 -0.188
-0.898 0.021 -0.550
0.627 1.195 0.019
-0.015 -0.352 0.061
0.129 -0.050 -0.130
-0.016 -0.011 -0.008
0.002 -0.006 0.013
0.066 0.039 -0.041
-0.153 -0.094 0.023
-0.070 0.226 0.003
-0.102 -0.063 0.202
-1.664 0.059 0.013
0.002 -0.013 0.002
0.003 0.033 0.000
0.021 0.001 -0.007
-0.028 -0.045 0.051
0.057 -0.024 -0.065
-0.015 0.116 0.017
0.011 0.040 0.016
-0.126 0.011 -0.015
-0.008 0.041 0.061
-0.010 -0.019 0.029
-0.034 -0.042 -0.008
0.006 -0.006 -0.035
0.191 -0.114 -0.123
-0.091 0.198 0.096
0.661 0.450 0.252
0.042 -0.033 -0.028
0.013 0.118 0.107
-0.013 -0.014 -0.193
-0.008 -0.002 0.050
0.017 0.049 0.084
-0.036 -0.046 -0.025
-0.092 -0.012 0.082
-0.039 -0.044 -0.012

Löwdin population analysis, charges in e, atoms 1 to 6: 0.874 -0.032 -0.144 -0.051 0.003 -0.059